ORCA calculation (ωB97M-V with the def2-TZVPD basis set) on a structure of composition C25H44O2P2V.

As for the total energy: -74982.186 eV. Its expectation value of S² is 2.074. The total charge is +1. As for the spin multiplicity: 3. As for the relative energy (zero: lowest compared OMol25 entry of this formula, charge and spin): 257.99 kcal per mole. The calculation puts the HOMO-LUMO gap (alpha / beta) at 4.568 / 3.017 eV.

```
74
C25H44O2P2V | the OMol25 dataset | ωB97M-V with the def2-TZVPD basis set
C -0.171 -3.231 3.363
H -3.776 -1.509 2.120
H 1.992 1.600 -5.256
H 0.678 -3.373 2.673
H 0.124 -3.573 4.371
H 0.430 -1.067 -0.800
H -3.698 -1.384 -0.777
P 0.827 2.627 1.623
H 2.913 2.534 0.460
H 2.310 0.240 -2.910
H 0.935 4.458 0.135
C -3.096 -2.026 -1.438
C 1.430 0.751 -3.325
H -0.907 2.447 4.419
H -2.948 0.959 1.545
H 1.719 -1.790 4.876
C 1.150 4.378 1.215
H -3.664 -2.939 -1.639
C 0.882 1.948 -2.560
H 0.310 -3.665 -1.594
H 0.954 3.314 -4.263
C -1.678 1.637 -3.581
H 2.568 0.970 1.322
H -3.347 -2.762 3.307
H -2.624 -2.800 1.689
H 0.502 4.040 -2.743
V -0.362 0.566 -2.776
H 0.675 2.323 3.530
C 0.236 -0.741 3.815
C -2.951 -2.125 2.497
O 2.461 -1.201 1.009
C 1.408 0.767 -4.824
C -0.054 1.777 4.229
P -1.520 -2.484 -0.605
C -1.820 -1.298 2.970
H 3.833 -3.627 -0.337
H 1.915 -0.130 -5.219
O 1.484 -3.240 0.811
H 1.399 2.210 -1.628
C -0.571 -1.822 3.381
C -1.771 0.114 3.106
C 1.622 -0.873 4.278
H 3.173 2.402 2.238
H 2.192 4.669 1.426
C -2.845 1.014 2.641
H -1.690 3.684 -2.995
C -0.011 0.816 -5.442
H -0.161 1.764 -5.998
H -3.801 0.693 3.079
C 2.544 2.077 1.394
H -2.756 1.585 -3.390
H -1.323 3.489 -4.669
C -1.134 0.536 -4.485
H 4.650 -2.448 0.723
C -0.520 0.460 3.719
H -0.985 -3.872 3.002
C 0.362 3.127 -3.346
C -1.143 3.020 -3.681
H 0.441 1.618 5.206
H -1.250 -4.389 -2.098
H -1.898 -0.111 -4.931
H -0.042 0.042 -6.229
H 2.305 -0.964 3.417
H 1.934 -0.013 4.881
C 2.489 -2.455 0.841
C -0.709 -3.445 -1.941
H 3.933 -3.939 1.391
C 3.817 -3.146 0.647
H -2.638 2.054 2.918
H -0.669 -2.849 -2.868
H -0.985 -0.139 -0.254
C -0.636 -0.839 -1.041
H 0.453 5.042 1.750
H -2.895 -1.485 -2.375
```